{"formula": "C42H86N2O14S6", "method": "ωB97M-V/def2-TZVPD", "homo_ev": -7.63, "de_lowest_ev": 5.0328, "gap_ha": 0.2785, "charge": 0, "species": ["C", "S", "H", "H", "H", "H", "O", "H", "O", "O", "H", "H", "C", "H", "C", "H", "H", "C", "H", "H", "H", "H", "H", "H", "H", "C", "H", "C", "H", "H", "S", "C", "H", "C", "C", "H", "H", "H", "C", "N", "H", "C", "H", "H", "H", "H", "H", "O", "H", "C", "O", "H", "N", "C", "H", "H", "H", "H", "O", "C", "H", "H", "H", "H", "H", "O", "O", "H", "C", "H", "O", "C", "H", "C", "H", "C", "H", "H", "H", "H", "C", "H", "O", "C", "H", "S", "H", "H", "H", "H", "H", "H", "H", "C", "C", "H", "C", "H", "O", "S", "S", "O", "H", "H", "H", "H", "C", "C", "H", "H", "H", "C", "H", "C", "H", "C", "C", "H", "C", "C", "C", "H", "C", "C", "C", "H", "H", "H", "C", "O", "C", "H", "H", "H", "C", "H", "C", "C", "H", "H", "H", "S", "H", "O", "H", "C", "H", "H", "H", "C"], "positions_angstrom": [[-4.47159, 1.00043, -0.94390], [-1.91251, 4.51836, -4.48703], [-2.52818, -2.78797, 3.15918], [1.15503, 5.75986, 4.42738], [-0.82359, -5.01061, -0.54932], [-4.40493, 1.38237, -5.54189], [0.60533, -1.56133, -3.59405], [-2.02145, 3.29938, -2.07820], [2.66152, 4.59045, -2.65771], [-1.17830, -4.81815, 2.71529], [-2.65228, 2.30702, -4.18675], [3.74161, 3.68942, 1.68495], [-3.28568, -3.00108, 2.40613], [-5.14288, -5.00363, 3.15552], [0.27256, 2.87034, -4.20066], [5.04055, 2.61416, -2.20544], [-3.13659, 2.41268, 0.00534], [-2.89254, -0.16335, -3.69103], [-2.19855, -8.35131, 1.29338], [1.79379, 0.83858, -0.19699], [-0.69152, -4.02777, 2.43300], [-2.30087, -7.34724, 2.61404], [6.07283, -2.51266, 4.17376], [-0.71669, -7.53723, 2.02164], [3.51950, 0.25534, -3.57912], [0.51715, 0.17309, 1.53461], [3.88205, -3.61791, -1.85664], [-3.02651, -6.31519, -0.15855], [3.60660, -3.18136, -4.29078], [-1.12209, 0.82264, -0.76779], [5.27178, -0.84422, 5.56022], [-0.33290, -1.27415, -0.55084], [-0.81705, 3.79797, -2.49626], [-4.03427, 0.82829, -3.48449], [-3.58839, -0.04951, -0.20931], [1.74222, 5.96327, 6.87311], [2.74705, 5.57945, -0.36980], [-4.07176, -6.39061, 3.13798], [-1.81600, 3.06079, -5.50671], [-2.10540, -4.91402, 1.67092], [2.89221, -0.94901, 5.12012], [3.94930, -1.43843, -2.23760], [-4.24694, -2.59561, 2.74010], [1.51976, 4.19680, 6.97048], [-3.74667, -7.06244, 0.16948], [-0.01864, 1.92599, -3.74696], [5.79827, -1.22973, 1.93071], [2.28959, -1.24574, -5.42594], [4.64307, 5.04910, 1.18307], [3.45801, 3.30562, 5.46905], [-1.56943, 5.67515, -5.28407], [2.01093, -3.82526, -3.76623], [-4.89438, 0.63834, -2.30676], [2.87938, 4.54976, -0.03509], [-3.66863, -4.96323, 4.16754], [-3.76036, 0.10526, 0.85259], [-2.27083, 2.25822, -4.91941], [5.05791, 4.40343, -1.70629], [-0.41061, -2.23339, 2.02288], [3.99520, -0.97037, 3.19592], [-5.61987, 1.89169, 0.73811], [-2.13380, 0.19629, -4.38618], [-3.26026, -1.11734, -4.07583], [2.89935, 2.53126, 6.00137], [-6.37767, -0.53728, -2.17282], [4.96463, -1.86494, 6.52503], [-5.44025, -0.67198, -2.35632], [0.04704, -1.94686, -1.31186], [1.31319, 4.86634, 5.02693], [-0.42361, 0.45594, 2.00918], [3.15795, 4.50177, 3.11501], [-4.93275, 0.89873, -4.72246], [-0.18501, 1.91776, -6.19933], [-0.47678, 4.06704, -3.49721], [6.08854, 3.41750, 0.13830], [-5.73574, 1.27777, -0.15881], [0.28159, -5.52584, 0.60679], [5.80840, 0.18571, 3.02688], [7.24156, -1.17011, 4.36028], [0.11841, 3.56567, -6.27953], [-1.74474, -7.43620, 1.67298], [4.46538, 3.01112, 5.19400], [1.82437, -2.00581, 0.90846], [-2.66714, 2.41768, -2.02268], [-2.54658, -6.61449, -1.09236], [2.97741, 3.64606, -1.59568], [-4.15740, 2.98642, -3.48839], [0.02054, 5.02720, -3.35679], [-4.35603, 3.22638, -0.91462], [-1.41148, -1.36462, -0.41606], [0.73559, 1.97151, 0.35277], [-2.60145, 0.01338, -0.66537], [3.49176, -0.51709, 2.34138], [4.74927, 3.37798, -1.49264], [-3.76851, -4.99560, -0.47234], [4.85461, -1.66784, -2.80539], [-0.19631, 0.24861, -0.77573], [-2.36359, -0.35730, -2.75685], [-3.18531, 4.41785, -3.78185], [0.44378, -1.56603, 1.05552], [1.98247, -1.50531, -4.03813], [5.89142, 0.41849, 5.99902], [-1.91888, 1.61501, -2.00878], [-5.83856, 1.48248, -4.54106], [-2.45073, 3.29364, -6.36028], [0.31743, 0.50017, -1.70821], [1.97946, 5.01366, 6.40364], [-4.39070, -4.53754, 0.82636], [1.92083, 4.36277, 0.45000], [0.36085, 4.35472, 5.15568], [1.22930, 0.19006, 2.36155], [5.03195, 3.17661, -0.00662], [-3.00310, -2.45069, 1.50887], [-3.68919, 2.36418, -0.94138], [3.76408, 4.39076, 7.37967], [0.78746, 0.88653, 0.23088], [-1.89767, -6.12852, 0.87691], [-4.45627, -5.32326, -1.25414], [-3.46496, -4.47648, 2.07681], [3.01337, -0.45387, -2.92994], [-0.61032, -5.88072, 0.08555], [-0.36730, -6.77374, -0.49287], [4.13323, 4.17315, 0.78898], [-0.35662, 2.83124, -5.61894], [5.49328, -0.86084, 2.90412], [-5.32634, -0.10772, -4.88280], [3.44531, 0.57135, 4.60705], [4.22907, -0.97222, -1.29211], [-4.09599, -5.31119, 3.22832], [2.21550, 2.43412, -1.58261], [3.73061, -0.48290, 4.60430], [4.05947, 5.28357, 5.81678], [1.32439, 3.11156, -4.27145], [-3.15808, -4.17537, -0.85337], [2.77889, -3.07577, -3.59299], [2.20388, 0.01076, -2.36800], [-3.36737, 2.23998, -3.36806], [3.44219, 4.56025, 6.35626], [-5.25560, -5.15344, 1.10311], [-3.94449, -1.05641, -0.44245], [-6.43638, 1.79817, -0.81344], [2.36020, 3.72805, 4.06782], [-4.93174, -3.59840, 0.65337], [1.62848, 2.54747, 3.64439], [5.01700, 2.14792, 0.35316], [3.22871, -2.80015, -2.17034], [-6.19183, 0.36178, 0.23534], [2.52196, -2.68777, -1.34230], [3.68572, -2.01659, 3.10673], [6.21240, -1.42690, 4.12294]], "forces_ev_per_a": [[0.7, 0.6, 0.4], [-0.6, -0.5, -0.4], [-0.1, -0.2, 0.1], [0.3, 0.1, 0.1], [0.0, -0.4, -0.5], [0.0, -0.5, -0.4], [0.2, 0.4, 0.1], [-1.5, -0.3, 0.9], [0.4, -0.5, 0.3], [0.1, -0.1, 0.1], [-3.7, -0.4, 5.8], [0.7, -0.1, -0.9], [-0.7, 0.4, 0.6], [-0.1, -0.2, 0.7], [-1.7, 1.5, -1.0], [0.2, 0.1, -0.1], [-0.3, -0.1, 0.3], [-0.3, -0.9, 0.3], [0.6, 0.1, -0.8], [0.0, -0.8, 0.7], [0.1, 0.0, 0.4], [0.1, 0.3, 0.0], [0.3, 0.0, 0.0], [0.0, -0.5, -0.3], [-0.1, 0.2, 0.1], [0.4, -0.7, 0.5], [0.2, 0.3, 0.1], [0.7, 1.5, -0.3], [0.1, -0.1, 0.1], [0.2, -0.7, 0.3], [-0.5, 2.1, -0.5], [-0.8, 1.0, 0.6], [0.6, 0.2, -0.5], [0.7, 1.6, 0.3], [-1.3, -0.1, -1.4], [0.3, 0.1, 0.0], [0.7, 0.1, 0.1], [0.3, 0.0, -0.2], [0.4, 1.3, -1.3], [-1.1, -0.1, -1.2], [0.2, -0.5, -0.1], [0.1, -0.2, 0.0], [0.0, 0.0, 0.1], [-0.3, 0.5, 0.4], [-0.1, 0.0, 0.0], [0.6, 0.0, 0.6], [0.1, -0.2, 0.1], [-0.3, 0.4, 0.1], [0.2, 0.0, -0.4], [-1.0, 0.4, 0.8], [-0.1, -0.2, 0.4], [0.1, -0.2, 0.2], [0.3, 0.5, -0.5], [-0.1, 0.1, -0.3], [-0.1, -0.3, 0.2], [0.9, 0.1, 0.2], [2.6, 0.1, -5.2], [0.5, -0.3, -0.6], [0.4, -0.2, -0.7], [0.3, -1.1, -1.0], [0.5, 0.1, -0.1], [-0.1, 0.1, -0.2], [0.1, 0.0, 0.1], [0.3, -0.4, -0.2], [0.0, 0.0, -0.1], [0.4, -0.1, -0.1], [0.0, -0.2, 0.4], [0.1, 0.2, -0.1], [-0.2, -0.5, -0.3], [-0.3, -0.1, -0.4], [-1.4, -0.2, 1.7], [-0.6, -0.5, 0.8], [0.2, -0.3, 0.6], [0.3, 0.1, 0.8], [0.0, 0.3, 0.1], [-0.9, -0.4, 0.6], [-0.2, -0.5, 0.7], [-0.4, 0.3, -0.9], [0.1, 0.1, -0.5], [-0.1, 0.3, 0.3], [-0.4, 0.5, 1.9], [-0.1, -0.3, -0.3], [-0.6, -0.2, -0.4], [0.3, -0.2, -1.8], [-0.1, -0.6, 0.1], [-0.3, 1.9, -0.4], [0.0, -1.1, 0.1], [0.7, -0.3, -0.4], [-0.1, 0.0, -0.5], [0.2, -1.0, 0.2], [-0.8, -0.1, -0.1], [-0.2, 0.1, 0.9], [-0.5, 0.5, 0.6], [-1.0, 0.3, 0.6], [0.3, -1.1, 0.6], [0.1, 0.8, -0.2], [1.9, 1.2, -0.7], [0.0, -0.1, 0.0], [1.9, 3.5, -0.7], [0.1, 1.2, 1.0], [1.1, -1.0, -0.6], [-0.7, -1.3, -0.4], [-0.4, 0.0, 0.4], [0.3, 0.3, 0.3], [0.4, -0.2, -0.4], [-0.7, -0.4, -0.4], [-0.4, -1.2, -0.3], [-1.7, 0.0, 0.1], [0.1, -0.6, 0.1], [-0.1, 0.1, -0.3], [0.4, 0.2, -0.3], [0.9, 0.5, 0.0], [0.0, -0.1, -0.1], [0.5, -0.9, 0.8], [0.5, -0.1, -0.2], [0.3, 0.2, 0.6], [0.4, -0.6, 0.0], [-0.5, 0.7, 0.1], [1.1, -0.7, -0.7], [-0.9, -0.7, -1.4], [0.0, 0.8, -0.6], [0.1, 0.2, -0.2], [-0.7, -1.1, -0.1], [1.4, -0.2, -1.8], [0.7, 1.3, 1.6], [0.4, 0.0, -0.8], [0.7, 0.2, 0.2], [0.1, -0.6, 0.2], [-0.3, 1.6, -0.4], [0.0, -0.9, 0.1], [-0.4, 0.6, 0.1], [0.2, 0.2, 0.5], [0.2, -0.5, 0.3], [0.4, -0.4, -0.2], [-1.2, 1.1, 0.2], [0.7, 0.2, 0.6], [-2.4, -2.5, 2.1], [-0.1, 0.7, -1.2], [0.3, -0.5, -0.3], [-0.2, 0.0, 0.0], [-0.1, -0.1, 0.1], [1.1, 0.3, 0.9], [0.5, 0.3, 0.2], [0.3, 0.6, -0.2], [-0.8, -0.1, -0.2], [0.7, -0.1, 1.1], [-0.1, -0.1, -0.4], [-0.8, -0.5, -0.7], [0.2, -0.1, 0.1], [-0.5, -1.8, 0.7]]}